Formula: C41H34BrHgN8O2
Source: OMol25
Level of theory: ωB97M-V/def2-TZVPD

The geometry in ORCA input format:
```
! RIJCOSX wB97M-V def2-TZVPD def2/J DEFGRID3
* xyz -2 2
Hg 0.13975 0.10331 -0.20675
C 5.33466 -0.49205 1.87825
C 4.92041 -0.73489 0.57606
C 3.88314 -0.01861 0.02423
C 3.21827 0.96645 0.76939
C 3.67419 1.23282 2.06832
C 4.70729 0.50103 2.61408
N 2.09673 1.55689 0.27254
C 1.90753 2.84665 0.14058
C 2.96190 3.80815 0.15628
C 2.73147 5.12167 -0.13604
C 1.43718 5.57879 -0.43889
C 0.38541 4.70189 -0.40648
C 0.56891 3.33487 -0.11024
N -0.42360 2.43905 -0.06357
N -1.65354 2.85904 -0.01278
C -2.62085 1.95470 -0.24346
C -3.91676 2.18626 0.27462
C -4.92459 1.31721 -0.05124
C -4.65789 0.24965 -0.91049
C -3.36327 0.10631 -1.38091
N -2.37290 0.91157 -1.06108
H 6.13208 -1.07967 2.31894
H 5.41238 -1.50466 -0.00640
H 3.54035 -0.21371 -0.98165
H 3.16422 1.98475 2.65531
H 5.02364 0.69807 3.63184
H 3.96616 3.45489 0.35809
H 3.56046 5.82132 -0.15520
H 1.28493 6.61832 -0.71087
H -0.61959 5.02416 -0.63743
H -4.07712 3.02032 0.94148
H -5.92397 1.45786 0.35073
H -5.43212 -0.44922 -1.19868
H -3.11581 -0.69274 -2.07151
C 1.66764 -2.44489 3.38091
C 1.47388 -1.97128 1.93502
O 0.99141 -0.82362 1.78592
C 1.88767 -2.86666 0.95490
C 1.77525 -2.73183 -0.43925
C 2.35047 -3.84759 -1.29133
N 1.21591 -1.71311 -1.03637
N 1.03782 -1.82019 -2.39639
C 0.60773 -0.70983 -2.95434
O 0.49371 0.42987 -2.40756
C 0.15086 -0.83804 -4.36395
C 0.63296 -1.78585 -5.26304
C 0.15200 -1.82423 -6.55958
C -0.82628 -0.93393 -6.97349
C -1.33294 -0.00668 -6.07566
C -0.84122 0.04831 -4.78749
H 1.19360 -1.73318 4.05521
H 2.73266 -2.49419 3.60691
H 1.23247 -3.43252 3.53055
H 2.34067 -3.78521 1.30855
H 2.85707 -4.59443 -0.68079
H 3.05874 -3.42787 -2.00526
H 1.55106 -4.32170 -1.86125
H 1.38712 -2.48268 -4.92985
H 0.53644 -2.55567 -7.26081
H -1.19811 -0.96141 -7.99150
H -2.11724 0.67250 -6.38591
H -1.21262 0.76696 -4.06980
Br -2.18974 4.52273 5.90565
C -2.05299 3.13245 4.59828
C -0.89142 3.00667 3.84817
C -0.78505 1.97872 2.94385
C -1.83416 1.05589 2.76678
C -3.00942 1.23871 3.52849
C -3.11834 2.26516 4.43822
N -1.69727 0.06455 1.85845
C -2.22097 -1.10885 2.06259
C -2.17587 -2.16151 1.12170
C -2.70213 -3.42957 1.46671
C -2.68660 -4.44391 0.54589
C -2.13773 -4.19735 -0.71582
C -1.61877 -2.93280 -0.96518
N -1.63099 -1.94505 -0.09854
H -0.07663 3.70437 3.97976
H 0.11354 1.83211 2.36611
H -3.85217 0.57836 3.37726
H -4.01916 2.38806 5.02588
H -2.65991 -1.35554 3.03951
H -3.11943 -3.57818 2.45561
H -3.09471 -5.42037 0.78817
H -2.11525 -4.96164 -1.47964
H -1.17262 -2.71457 -1.92933
*
```

## Properties
HOMO-LUMO gap (alpha / beta)   3.502 / 4.469 eV